(1)
Here is C45H66CdN10O4SSi2Te as an isolated structure from OMol25. Energies are from wB97M-V/def2-TZVPD.

The geometry in XYZ format:
```
130
Properties=species:S:1:pos:R:3:mulliken_charge:R:1
Cd 0.9635 -0.7747 0.8119 3.93
C 3.7784 -3.4873 1.0250 -1.07
O 2.8767 -2.7040 0.2670 -0.22
C 2.7931 -2.9297 -1.0748 1.09
C 3.7712 -3.5624 -1.8112 -0.56
C 3.6043 -3.7877 -3.1802 -0.91
C 2.4266 -3.4034 -3.7948 -0.89
C 1.4234 -2.7814 -3.0681 -0.57
C 1.5820 -2.4930 -1.7007 -0.58
N 0.6239 -1.9573 -0.9034 -0.09
N -0.6363 -1.8825 -1.4027 -0.16
C -1.5920 -2.4313 -0.5836 -0.26
C -1.4132 -2.7525 0.8175 0.53
O -0.3704 -2.5025 1.5098 -0.73
C -2.5224 -3.3890 1.4687 -0.81
C -3.7007 -3.6877 0.8530 -1.26
C -3.8983 -3.3825 -0.5144 1.31
C -5.0877 -3.7158 -1.1951 -0.85
C -5.2431 -3.4610 -2.5314 -0.65
C -4.1960 -2.8540 -3.2456 -0.81
C -3.0405 -2.4861 -2.6051 -0.68
C -2.8477 -2.7296 -1.2219 1.14
H 3.5144 -4.5486 0.9670 0.30
H 4.8154 -3.3518 0.7021 0.34
H 3.6927 -3.1336 2.0504 0.14
H 4.6749 -3.9146 -1.3318 0.42
H 4.3907 -4.2806 -3.7369 0.39
H 2.2849 -3.5957 -4.8519 0.38
H 0.4861 -2.5154 -3.5385 0.32
H -2.3754 -3.6344 2.5148 0.42
H -4.4912 -4.1855 1.4057 0.34
H -5.8828 -4.1985 -0.6367 0.38
H -6.1552 -3.7390 -3.0453 0.39
H -4.2985 -2.6872 -4.3113 0.43
H -2.2166 -2.0632 -3.1655 0.26
C 6.4597 0.8434 -2.4900 -1.33
C 5.8036 -0.3922 -1.8674 -0.64
N 5.0795 -0.1219 -0.6372 1.08
C 5.8459 -0.1503 0.6012 -0.57
C 6.2344 1.2396 1.1020 -1.30
C 3.7398 0.1309 -0.6226 0.81
C 3.0766 0.3562 -1.9591 0.65
N 3.0018 0.2515 0.4266 -0.29
H 6.9192 0.5765 -3.4434 0.45
H 7.2302 1.2437 -1.8315 0.32
H 5.7213 1.6246 -2.6667 0.22
H 6.5847 -1.1207 -1.6373 0.53
H 5.1387 -0.8637 -2.5887 0.17
H 6.7429 -0.7482 0.4293 0.51
H 5.2663 -0.6443 1.3776 0.11
H 6.9842 1.7062 0.4613 0.33
H 6.6322 1.1526 2.1125 0.45
H 5.3507 1.8759 1.1408 0.18
H 3.5279 1.2070 -2.4717 0.89
H 2.0300 0.5678 -1.7614 -2.36
H 3.1383 -0.5189 -2.6037 -0.03
H 3.4784 0.1437 1.3281 -0.86
O 0.0108 1.0787 -0.4103 -0.34
N -0.6237 2.1825 0.1017 0.35
C -1.8211 2.4754 -0.6474 1.11
C -2.9015 2.9762 0.2400 -1.65
C -2.6105 3.4553 1.4660 -0.07
C -1.2773 3.4265 1.9848 -1.35
C -0.3476 2.6916 1.3038 -0.86
H -1.5979 3.1768 -1.4707 -0.18
H -3.9151 2.9630 -0.1378 0.25
H -3.4019 3.8581 2.0889 0.44
H -1.0284 3.9184 2.9126 0.52
H 0.6367 2.4650 1.6931 0.77
C -5.3606 0.3756 -0.8095 -0.15
Si -5.2151 1.3062 -2.4400 0.44
C -5.8993 3.0709 -2.2099 -1.45
C -6.3002 0.4469 -3.7350 -1.14
C -3.4232 1.3331 -3.0286 -0.69
Te -1.9232 0.4885 -1.6317 -0.40
C -0.5234 0.8303 -3.2081 0.50
Si 0.2965 2.5220 -3.4833 0.76
C 1.3044 3.3252 -2.0954 -0.65
C 1.4769 2.2181 -4.9483 -1.32
C -0.9204 3.8314 -4.1489 -1.40
H -6.3577 0.4457 -0.3710 0.58
H -4.6417 0.7833 -0.0989 -0.15
H -5.1317 -0.6807 -0.9595 -0.19
H -6.8960 3.1490 -2.6461 0.37
H -5.2630 3.8107 -2.6976 0.41
H -5.9802 3.3474 -1.1583 0.39
H -7.3458 0.4266 -3.4218 0.33
H -5.9744 -0.5826 -3.8721 0.23
H -6.2533 0.9508 -4.7024 0.32
H -3.0977 2.3409 -3.2911 0.31
H -3.3441 0.7160 -3.9262 0.65
H -1.0476 0.5259 -4.1162 1.01
H 0.2476 0.0851 -3.0015 -0.76
H 1.6056 2.5994 -1.3416 -0.24
H 0.7342 4.1028 -1.5842 0.45
H 2.2077 3.7869 -2.4993 0.54
H 2.4054 1.7378 -4.6366 0.27
H 1.7376 3.1658 -5.4231 0.34
H 1.0212 1.5850 -5.7114 0.35
H -1.5793 4.2398 -3.3815 0.38
H -1.5481 3.4349 -4.9492 0.33
H -0.3503 4.6661 -4.5616 0.37
C -3.2837 1.0912 5.3185 -1.11
N -2.3309 0.5268 4.3976 0.19
C -0.9132 0.7669 4.5252 -0.28
C -0.4153 0.3318 3.1458 -0.43
O 0.7719 0.2409 2.8521 -0.83
N -1.4861 0.0535 2.3614 0.37
C -2.5609 0.1492 3.1171 -0.08
N -3.7846 -0.1305 2.6486 -0.14
H -2.8867 0.9882 6.3272 0.34
H -4.2337 0.5592 5.2701 0.34
H -3.4668 2.1520 5.1139 0.33
H -0.4539 0.1705 5.3161 0.32
H -0.6823 1.8214 4.6931 0.22
H -3.7857 -0.6850 1.8031 -0.12
H -4.5253 -0.3122 3.3021 0.24
C 2.3979 -2.0067 8.0321 -1.18
C 2.4932 -0.9040 7.0114 1.01
C 1.9335 0.3531 7.2492 -0.77
C 2.1310 1.2945 6.2496 -0.25
N 2.7818 1.0509 5.1282 -0.40
C 3.2690 -0.2052 4.9556 -0.01
S 4.1113 -0.5857 3.5328 -0.46
N 3.1393 -1.1825 5.8946 -0.50
H 2.8104 -1.6753 8.9867 0.30
H 2.9572 -2.8675 7.6748 0.33
H 1.3560 -2.2926 8.1886 0.28
H 1.4017 0.5792 8.1642 0.38
H 1.7512 2.3096 6.3650 0.45
```

The LUMO energy (alpha / beta) is 1.948 / 1.937 eV. For the total energy, the calculation gives -4015.80788 Eh. As for the spin multiplicity: 2. Its total charge is -1. As for the expectation value of S²: 0.779. The value obtained for the relative energy (zero: lowest compared OMol25 entry of this formula, charge and spin) is 323.11 kJ/mol. The calculation puts the highest occupied orbital energy (alpha / beta) at -3.3 / -3.8 eV.



(2)
Here is a 7-piece molecular cluster, C44H102ClF2N4O20P2 overall from OMol25. Energies are from wB97M-V/def2-TZVPD.

The geometry in XYZ format:
```
175
Properties=species:S:1:pos:R:3:mulliken_charge:R:1
C 5.5809 -2.1167 4.7652 -0.58
C 6.3211 -2.9880 3.5958 -0.73
C 5.3299 -3.3204 2.2795 0.40
F 4.4248 -4.3146 2.8325 -0.28
N 4.8439 -2.0849 1.5913 1.51
C 5.6097 -2.0518 0.2396 -1.93
P 7.5253 -1.8329 0.5408 0.15
N 8.2923 -0.5971 -0.4264 -0.54
O 8.2631 -3.3549 -0.0101 -0.52
C 5.0600 -0.9224 -0.8029 0.95
N 5.4121 0.4087 -0.2997 -0.36
F 5.8849 -1.1254 -2.0594 -0.33
C 3.5232 -1.2991 -1.1986 0.05
O 3.7410 -2.3123 -2.2984 -0.22
P 2.7782 0.1303 -2.1706 0.81
O 1.4876 -0.2328 -3.0673 -0.69
O 3.9492 0.6635 -3.4053 -0.50
O 2.3724 1.5942 -1.3437 -0.52
C 2.6343 -1.9715 0.0654 0.89
C 1.0791 -1.3565 0.1017 -0.90
N 0.1114 -1.9472 -0.8535 -0.09
C 2.4252 -3.5667 -0.2453 -0.60
C 1.7543 -4.6307 0.7042 -0.91
C 0.4750 -4.4121 1.6512 -0.01
C -0.9104 -5.2138 1.1536 -0.20
C -2.2142 -4.2832 0.9237 -0.53
C -2.4977 -3.0939 2.0020 -0.50
O -2.2400 -1.8076 1.2711 -0.06
C -3.0459 -0.7147 1.8338 0.45
C -3.6804 0.4519 0.8159 -0.50
O -3.2610 -0.5748 3.1435 -0.57
C 3.4146 -1.6968 1.5419 -0.87
O 2.5578 -2.2464 2.6542 -0.46
C 3.0716 -0.0826 1.8575 -0.67
C 3.8768 0.5806 3.1265 -0.15
C 3.3919 2.1815 3.1655 -0.50
Cl 1.7453 2.4367 3.9766 -0.15
H 6.2117 -2.2951 5.7636 0.43
H 4.4896 -2.4460 5.0229 0.12
H 5.7155 -0.9858 4.5008 0.09
H 6.5151 -4.0658 4.0737 0.47
H 7.3706 -2.5853 3.2935 0.26
H 6.0443 -3.9832 1.5817 0.31
H 5.4100 -1.3298 2.0991 0.46
H 5.5279 -3.0903 -0.3305 0.71
H 8.0474 0.3886 -0.1973 0.31
H 8.3457 -0.7813 -1.4514 0.32
H 9.2145 -3.0924 -0.2134 0.35
H 5.6151 0.3580 0.7389 0.03
H 4.7475 1.1839 -0.4094 0.48
H 3.5938 -1.9036 -3.1924 0.51
H 3.6309 1.5812 -3.6592 0.35
H 1.3780 1.6507 -1.2404 0.38
H 0.5924 -1.4371 1.1910 0.12
H 1.0424 -0.1720 -0.0310 -0.10
H 0.4827 -2.2218 -1.7816 0.44
H -0.3364 -2.8044 -0.4682 -0.26
H 1.9343 -3.7563 -1.3215 0.37
H 3.5442 -3.9770 -0.3913 0.11
H 2.6030 -5.1632 1.3600 0.14
H 1.4266 -5.5585 0.0112 0.40
H 0.2528 -3.3393 2.0481 -0.21
H 0.7157 -5.0060 2.6679 0.32
H -1.2254 -6.0609 1.9349 0.40
H -0.7293 -5.8132 0.1369 -0.35
H -3.1672 -5.0027 0.9592 0.50
H -2.2328 -3.8358 -0.1828 0.13
H -1.7383 -3.0796 2.9106 0.24
H -3.6159 -3.0828 2.3472 0.45
H -4.8451 0.3635 0.7031 0.20
H -3.1967 0.4355 -0.2534 0.28
H -3.4724 1.5450 1.2472 0.09
H 2.9559 -2.0123 3.5412 0.40
H 1.9430 0.0513 2.2427 0.45
H 3.1223 0.5897 0.9086 -0.05
H 3.6911 0.0241 4.1437 0.20
H 5.0560 0.6383 2.9679 0.17
H 3.3697 2.5233 2.0214 0.22
H 4.2622 2.8258 3.6578 0.38
C -8.4708 3.5603 -3.2978 -0.59
O -9.0474 3.5552 -1.9970 -0.40
C -8.9660 2.2709 -1.3722 -0.58
C -7.8249 2.2213 -0.3510 -0.44
O -6.5490 2.3286 -0.9904 -0.36
C -6.0000 3.6370 -0.8821 -0.46
H -8.3476 4.5996 -3.6141 0.10
H -7.4910 3.0755 -3.3137 0.28
H -9.1427 3.0591 -3.9996 0.39
H -8.8574 1.4790 -2.1230 0.31
H -9.9132 2.1093 -0.8489 0.41
H -7.8479 1.2508 0.1545 0.38
H -7.9451 2.9991 0.4120 0.31
H -5.6253 3.7956 0.1338 0.04
H -6.7312 4.4091 -1.1296 0.39
H -5.1628 3.7158 -1.5797 0.24
C -6.5540 6.5495 -5.1304 -0.91
O -6.0268 5.2319 -5.0282 -0.17
C -5.2596 4.8635 -6.1780 -0.54
C -3.7567 4.9772 -5.9027 -0.52
O -3.3659 6.3391 -5.7013 -0.38
C -3.1947 6.6528 -4.3239 -0.64
H -6.9135 6.8524 -4.1432 0.23
H -5.7991 7.2686 -5.4592 0.46
H -7.3975 6.5549 -5.8258 0.29
H -5.5475 5.4665 -7.0475 0.37
H -5.4981 3.8190 -6.4004 0.36
H -3.2107 4.6148 -6.7793 0.38
H -3.4651 4.3573 -5.0469 0.29
H -2.2586 6.2172 -3.9611 0.32
H -4.0277 6.2940 -3.7161 0.23
H -3.1360 7.7394 -4.2249 0.25
C -1.3513 5.3047 2.6746 -0.71
O -1.8977 6.2144 3.6225 -0.31
C -2.7452 7.1914 3.0113 -0.49
C -4.2244 6.8411 3.2024 -0.54
O -4.5734 5.6495 2.4907 -0.30
C -4.6485 4.5139 3.3448 -0.63
H -0.9225 4.4589 3.2188 0.18
H -2.1111 4.9241 1.9869 0.32
H -0.5547 5.7966 2.1102 0.30
H -2.5020 7.3072 1.9483 0.34
H -2.5430 8.1454 3.5075 0.38
H -4.8334 7.6505 2.7876 0.36
H -4.4726 6.7467 4.2659 0.30
H -5.5679 4.5591 3.9368 0.41
H -3.7854 4.4444 4.0099 0.21
H -4.6784 3.6175 2.7208 0.14
C 8.7790 -3.1140 -5.9100 -0.75
O 8.5405 -3.5504 -4.5769 -0.40
C 7.2635 -3.1295 -4.0882 0.15
C 6.2442 -4.2721 -4.1415 -0.07
O 5.9455 -4.6406 -5.4917 -0.41
C 6.6308 -5.8216 -5.8925 -0.76
H 9.6417 -3.6605 -6.3005 0.27
H 7.9236 -3.3057 -6.5632 0.32
H 9.0128 -2.0460 -5.9108 0.32
H 6.9037 -2.2545 -4.6426 0.40
H 7.4030 -2.8313 -3.0447 -0.23
H 5.3082 -3.9290 -3.6898 -0.09
H 6.5942 -5.1390 -3.5692 0.36
H 6.1565 -6.6952 -5.4347 0.31
H 7.6882 -5.7926 -5.6220 0.33
H 6.5530 -5.9107 -6.9787 0.26
C -2.1189 -7.2286 -5.6356 -0.68
O -0.8061 -6.8892 -5.2043 -0.38
C -0.7686 -5.6374 -4.5129 -0.78
C -0.7031 -5.8424 -2.9960 0.38
O -1.9099 -6.4280 -2.4972 -0.40
C -1.7701 -7.8221 -2.2486 -0.79
H -2.1210 -8.2810 -5.9320 0.24
H -2.8591 -7.0911 -4.8429 0.29
H -2.3892 -6.6210 -6.5033 0.33
H -1.6274 -5.0141 -4.7894 0.38
H 0.1394 -5.1201 -4.8372 0.37
H -0.5994 -4.8654 -2.5137 -0.20
H 0.1677 -6.4473 -2.7176 0.34
H -1.1894 -7.9760 -1.3338 0.31
H -1.2898 -8.3399 -3.0812 0.35
H -2.7669 -8.2460 -2.1052 0.25
C -1.4210 5.4630 7.1957 -0.65
O -1.6595 5.0266 8.5288 -0.41
C -2.9365 5.4475 9.0175 -0.49
C -3.9558 4.3049 8.9642 -0.48
O -4.2545 3.9364 7.6140 -0.33
C -3.5692 2.7554 7.2132 -0.69
H -0.5583 4.9165 6.8052 0.25
H -2.2764 5.2713 6.5425 0.23
H -1.1872 6.5310 7.1949 0.38
H -3.2963 6.3225 8.4631 0.29
H -2.7970 5.7457 10.0610 0.40
H -4.8918 4.6480 9.4159 0.36
H -3.6058 3.4380 9.5365 0.34
H -4.0435 1.8818 7.6710 0.33
H -2.5118 2.7844 7.4837 0.33
H -3.6470 2.6663 6.1270 0.16
```

The LUMO energy is -3.125 eV. For the total energy, the calculation gives -4803.25047 Eh. Its total charge is +1. The calculation puts the highest occupied orbital energy at -10.2 eV.



(3)
Here is one molecule with the formula C8H7N from OMol25. Energies are from wB97M-V/def2-TZVPD.

The geometry in XYZ format:
```
16
Properties=species:S:1:pos:R:3:mulliken_charge:R:1
C 2.7624 0.1980 0.6967 -0.15
N 2.8290 -0.6066 -0.2568 -0.53
C 1.8418 0.5016 -0.3916 -0.23
C 0.4138 0.1595 -0.2503 0.48
C -0.0156 -1.1574 -0.1484 -0.34
C -1.3610 -1.4355 0.0089 -0.49
C -2.2809 -0.4024 0.0811 -0.44
C -1.8519 0.9110 -0.0143 -0.45
C -0.5067 1.1886 -0.1839 -0.49
H 3.1289 0.4383 1.6639 0.33
H 2.0874 1.3076 -1.0756 0.43
H 0.7122 -1.9543 -0.2032 0.41
H -1.6921 -2.4614 0.0772 0.37
H -3.3307 -0.6197 0.2111 0.36
H -2.5655 1.7195 0.0478 0.37
H -0.1710 2.2131 -0.2627 0.37
```

The LUMO energy is 1.041 eV. For the total energy, the calculation gives -363.72811 Eh. The value obtained for the relative energy (zero: lowest compared OMol25 entry of this formula, charge and spin) is 121.62 kJ/mol. As for the SMILES: C1=N[C@H]1c1ccccc1. The calculation puts the highest occupied orbital energy at -8.9 eV.



(4)
Here is C11H16BClCoN6 as an isolated structure from OMol25. Energies are from wB97M-V/def2-TZVPD.

The geometry in XYZ format:
```
36
Properties=species:S:1:pos:R:3:mulliken_charge:R:1
H 1.2800 3.5657 1.1626 0.44
N 1.0044 1.8493 -0.1110 -0.04
B 0.0490 0.3965 -2.0885 0.41
N 0.5129 1.7243 -1.4195 0.08
C 0.5991 2.9303 -2.0157 -0.08
Co 2.0703 0.7919 0.9619 -0.27
H 0.4418 3.0423 -3.0766 0.44
C 0.9343 3.8699 -1.0449 -1.09
H 1.0919 4.9127 -1.2288 0.38
C 1.0941 3.1899 0.1585 0.10
H 0.0605 0.4582 -3.2787 -0.12
C -2.3645 -2.5879 3.4613 -0.97
H -1.8810 -3.1823 4.2370 0.28
H -1.6374 -2.0167 2.8836 0.13
H -2.9135 -3.2522 2.7981 0.27
N -1.4335 -0.0014 -1.6156 0.35
N 1.1120 -0.5888 -1.5279 0.07
N -1.6406 -0.1031 -0.2515 -0.66
N 1.6243 -0.5698 -0.2215 0.04
C -2.6042 -0.2681 -2.2488 -0.29
C 1.7498 -1.5570 -2.2128 -0.08
H -2.6890 -0.2487 -3.3190 0.45
H 1.6660 -1.6268 -3.2928 0.43
C -3.5675 -0.5686 -1.2623 -0.80
C 2.4988 -2.3095 -1.3212 -1.03
C -2.9083 -0.4427 -0.0272 -0.22
C 2.3231 -1.7408 -0.0621 0.00
H -4.5992 -0.8203 -1.4035 0.37
H 3.1319 -3.1309 -1.6044 0.38
H -3.2601 -0.5621 0.9984 0.48
H 2.6857 -2.0833 0.8976 0.42
H -3.0766 -1.9441 3.9018 0.29
Cl 1.5245 -0.6148 3.6367 -0.24
C 2.1972 0.8711 2.9234 -0.52
H 1.6604 1.7173 3.3772 0.25
H 3.2632 0.9003 3.2361 0.34
```

The LUMO energy (alpha / beta) is 0.136 / -0.380 eV. For the total energy, the calculation gives -2625.06709 Eh. As for the spin multiplicity: 4. As for the expectation value of S²: 3.763. The value obtained for the relative energy (zero: lowest compared OMol25 entry of this formula, charge and spin) is 0.00 kJ/mol. The calculation puts the highest occupied orbital energy (alpha / beta) at -8.4 / -8.4 eV.